Computed, not measured: 2 unconnected molecules or ions with the total composition C2H8N2O at a distorted geometry, with ωB97M-V/def2-TZVPD.

```
13
Properties=species:S:1:pos:R:3:forces:R:3
H 0.3857 0.1386 -2.5564 0.4 -0.8 -0.5
N 1.1058 0.0738 -1.8474 -0.3 1.2 1.2
C 0.7971 -0.7208 -0.9038 0.7 -1.0 -1.5
N 1.4031 -0.7414 0.3375 -1.7 -1.0 0.0
C 0.8002 -1.7790 1.2957 2.6 1.6 -0.7
H 0.2449 -1.6577 -1.1453 -0.9 0.8 0.6
H 2.4124 -0.7086 0.2891 -0.1 0.2 0.3
H -0.2092 -2.1233 1.0324 0.6 0.2 -0.2
H 1.5995 -2.5409 1.2693 -1.1 -0.4 0.7
H 0.7947 -1.2180 2.2365 -0.2 -0.8 0.1
O -3.3371 2.7492 0.6605 1.4 0.0 1.0
H -2.4534 2.3797 0.4948 -0.4 -0.2 -0.8
H -3.0917 3.0938 1.5382 -0.9 0.2 -0.2
```
Positions in Å, forces in eV/Å.

Results
- Highest occupied orbital energy: -0.3356 hartree
- SMILES: [H]/N=C/NC.O
- Energy relative to the best compared isomer or geometry (same formula, charge and spin): 2.351 eV
- LUMO level: 0.0265 Ha
- Max |F|: 0.060 Eh/bohr
- Calculated total energy: -7229.977 eV
- Orbital gap: 0.3621 Eh

natural (NBO) atomic charge list, values in e, 2 entries: number 1, H, carries 0.350; number 2, N, carries -0.708